{
  "formula": "C38H44BrHfIN5O4P2S",
  "method": "the ωB97M-V functional and the def2-TZVPD basis",
  "gap_ev": 6.31,
  "charge": 1,
  "total_energy_ha": -6049.80583,
  "lumo_energy_ha": -0.142,
  "relative_energy_kcal_mol": 0.0,
  "max_force_ev_per_a": 2.37,
  "mol_weight_g_mol": 1114.11,
  "species": ["Hf", "O", "C", "O", "C", "C", "C", "C", "C", "N", "C", "O", "O", "H", "H", "H", "H", "C", "P", "C", "N", "C", "C", "C", "C", "C", "C", "N", "C", "P", "C", "C", "C", "C", "C", "C", "C", "C", "C", "H", "H", "H", "H", "H", "H", "H", "H", "H", "H", "H", "H", "H", "H", "H", "H", "H", "H", "H", "H", "H", "H", "H", "H", "H", "H", "H", "H", "S", "C", "N", "C", "C", "C", "C", "C", "C", "N", "H", "H", "H", "H", "H", "H", "H", "H", "Br", "C", "C", "C", "C", "C", "C", "I", "H", "H", "H", "H"],
  "xyz": [[0.70714, -1.10499, -0.03537], [-2.11861, -2.27430, -3.28252], [-1.35434, -2.18658, -2.21172], [-0.77783, -1.17139, -1.77820], [-1.18178, -3.41084, -1.38114], [-1.85032, -4.60958, -1.54378], [-1.62344, -5.54976, -0.51887], [-0.79681, -5.27106, 0.52920], [-0.15137, -4.03856, 0.57816], [-0.38662, -3.13367, -0.34049], [0.87448, -3.62003, 1.65028], [1.02818, -4.27430, 2.65335], [1.40015, -2.49450, 1.38503], [-2.17847, -1.48358, -3.82999], [-2.50734, -4.79407, -2.39338], [-2.08818, -6.52751, -0.55884], [-0.62716, -6.04377, 1.28170], [2.98826, -0.42175, 3.11032], [2.11341, 0.43166, 1.75229], [0.80232, 1.44915, 2.64823], [1.05689, 2.68558, 3.04105], [0.18576, 3.37187, 3.77004], [0.39672, 4.73934, 4.14846], [-0.54134, 5.37443, 4.91528], [-1.74739, 4.71974, 5.28849], [-2.00311, 3.43815, 4.92527], [-1.04623, 2.75802, 4.17972], [-1.27319, 1.47114, 3.83124], [-0.42854, 0.84703, 3.02767], [-1.02164, -0.81674, 2.49652], [-0.70283, -1.80538, 3.96382], [-2.91795, -0.60932, 2.27506], [-3.19586, 0.73527, 1.61028], [-3.25716, -1.66147, 1.23376], [-3.79066, -0.86487, 3.55721], [3.45928, 1.55749, 1.06599], [4.39401, 2.12386, 2.12757], [4.30166, 0.62557, 0.17291], [2.88153, 2.76377, 0.27155], [3.38002, 0.34377, 3.85528], [3.86764, -0.81818, 2.60569], [2.32411, -1.14185, 3.51438], [1.29452, 5.24056, 3.78782], [-0.41494, 6.41268, 5.22919], [-2.47831, 5.26672, 5.80976], [-2.86263, 2.88750, 5.29455], [-0.95187, -1.24130, 4.85078], [0.36366, -1.97701, 3.92709], [-1.18500, -2.78156, 4.01170], [-2.59679, 0.87181, 0.73370], [-3.01386, 1.50642, 2.34321], [-4.22613, 0.77579, 1.26814], [-2.73256, -1.44005, 0.28576], [-4.31572, -1.67120, 0.92118], [-3.00279, -2.66917, 1.60441], [-3.61419, -0.18438, 4.34689], [-3.65669, -1.88950, 3.92223], [-4.79856, -0.72663, 3.17594], [5.01013, 1.39307, 2.70265], [3.90376, 2.78665, 2.84871], [5.10880, 2.73548, 1.60464], [4.84011, -0.06267, 0.84056], [5.06692, 1.24208, -0.27658], [3.73078, 0.09883, -0.55887], [2.22135, 3.35507, 0.88082], [2.21647, 2.42820, -0.58379], [3.70442, 3.37090, -0.06032], [-1.01776, 3.48286, -0.30355], [-0.56668, 1.98186, -0.27355], [-0.16861, 0.85901, -0.20535], [1.68626, 0.70434, -2.90806], [2.20195, -0.67397, -2.70223], [2.82386, -1.42175, -3.61335], [3.17543, -2.68216, -3.01089], [2.76109, -2.64600, -1.69866], [3.03227, -3.63447, -0.64408], [2.10858, -1.40199, -1.49924], [2.03181, 1.03274, -3.87523], [2.07578, 1.37216, -2.14248], [0.62094, 0.81825, -2.98410], [2.99759, -1.16706, -4.62619], [3.70269, -3.53436, -3.44357], [3.60358, -4.46207, -1.05838], [2.13020, -4.15088, -0.32165], [3.48388, -3.27698, 0.26041], [-3.82160, 0.91261, -4.50132], [-3.06578, 1.54005, -6.16381], [-3.61097, 2.72815, -6.70688], [-3.16239, 3.22391, -7.92117], [-2.05884, 2.59732, -8.55514], [-1.45770, 1.48517, -8.01049], [-1.98139, 0.96369, -6.76896], [-1.03080, -0.75108, -6.07749], [-4.50783, 3.20387, -6.28959], [-3.76302, 3.97116, -8.36988], [-1.76066, 2.89672, -9.54918], [-0.66620, 0.99279, -8.53759]],
  "atomic_forces_ev_per_a": [[-1.24, 0.48, 0.34], [0.63, -1.00, 1.60], [0.35, 0.94, 0.09], [-1.06, -0.64, -1.43], [-0.89, 0.15, -0.36], [0.46, 0.07, 0.57], [-0.68, -0.24, -1.02], [0.53, -0.42, 0.72], [0.25, -0.76, 0.62], [0.27, 0.01, -0.07], [-1.38, -1.09, 0.59], [0.05, -0.26, -0.32], [0.72, 1.50, -0.45], [0.18, 0.93, -0.26], [0.25, 0.08, 0.27], [-0.10, 0.09, -0.09], [0.11, 0.50, -0.06], [0.88, 2.20, -0.09], [-0.15, 1.28, 0.41], [0.18, 0.30, 0.29], [1.32, -0.72, -0.75], [-1.71, 0.69, 0.64], [0.23, -0.32, -0.16], [-0.07, 0.09, -0.23], [0.67, -0.10, -0.60], [-0.20, 0.10, 0.86], [1.41, -0.91, -0.76], [0.07, -0.05, -0.36], [-0.45, 0.03, 0.76], [-0.67, 0.59, -1.24], [0.04, -0.16, 0.24], [0.28, -0.27, 0.34], [-0.31, -0.18, 0.94], [-0.10, -0.77, -0.64], [0.65, -0.48, -1.91], [-0.46, 0.16, -0.16], [0.24, -0.13, 1.06], [0.36, 0.52, 1.27], [-1.24, -1.64, -0.55], [-0.81, -1.06, -0.73], [-0.07, -0.63, 0.28], [-0.14, -0.86, 0.56], [-0.16, -0.12, 0.21], [0.11, -0.33, -0.19], [-0.72, 0.59, 0.78], [-0.07, 0.17, -0.30], [-0.11, 0.15, 0.31], [0.34, -0.22, 0.27], [-0.08, 0.08, -0.28], [0.54, 0.17, -0.40], [-0.11, 0.52, -0.20], [-0.30, -0.02, 0.15], [0.13, -0.25, 0.40], [0.15, 0.11, 0.57], [-0.05, 0.13, -0.37], [0.32, 0.81, 0.73], [-0.13, 0.17, -0.09], [-0.36, -0.16, 0.33], [-0.64, 0.24, -0.51], [-0.14, -0.20, -0.14], [0.43, 0.34, -0.28], [-0.15, -0.16, -0.42], [0.22, 0.11, -0.44], [-0.18, -0.31, -0.56], [-0.08, 0.34, 0.47], [1.07, 0.40, 0.80], [0.28, 0.24, -0.42], [-0.31, 0.58, -0.06], [0.71, -1.01, 0.21], [0.09, 0.07, -0.02], [0.38, 0.09, 0.08], [-0.70, 0.08, 0.67], [0.57, -1.70, -0.28], [-0.07, -0.22, 0.75], [0.29, 1.02, -1.51], [-0.59, -1.33, -0.17], [0.35, 0.00, 0.17], [0.42, 0.23, -0.26], [-0.10, 0.17, -0.12], [-0.70, -0.20, 0.40], [0.19, 0.35, -0.69], [-0.14, 0.47, 0.01], [0.44, 0.22, -0.08], [-0.20, -0.01, 0.02], [0.47, 0.39, 0.28], [0.35, 0.11, -0.65], [-0.30, 1.15, 0.54], [-0.57, -0.35, -0.36], [0.94, -1.69, 0.68], [-0.87, 0.16, -0.08], [-1.40, 0.14, 1.63], [0.96, 0.03, -1.55], [0.09, -0.04, 0.05], [0.53, -0.42, 0.17], [-0.01, 0.86, -0.52], [0.12, 0.27, 0.02], [0.31, -0.23, 0.03]]
}